# 1
Density functional theory data (wB97M-V/def2-TZVPD) for a 3-piece molecular cluster, C18H40NO9 overall.

Results
strongest force on any atom = 7.81 eV Å⁻¹
E_HOMO = -3.560 eV
charge = -1
Kohn-Sham gap = 5.64 eV
LUMO = 2.08 eV
DFT total energy = -39225.2379 eV

Each line ends with the Löwdin charge.
Element x y z (Å)
1 C 5.9775 -5.5475 4.0434  -0.16
2 C 5.1406 -4.6038 2.9463  -0.25
3 C 3.5399 -4.6813 3.3312  -0.20
4 C 2.5307 -4.7385 2.0415  -0.21
5 O 1.2943 -5.5067 2.2436  -0.15
6 C 0.4740 -4.9821 3.3449  -0.32
7 N -0.1282 -3.6156 3.1080  0.02
8 C -0.8244 -6.0292 3.4741  -0.39
9 O -1.9503 -5.7383 4.1487  -0.18
10 O -0.6808 -7.3599 2.8067  -0.30
11 H 7.0576 -5.1046 4.2026  0.06
12 H 5.4290 -5.4586 5.0821  0.07
13 H 6.0157 -6.6776 3.7365  0.08
14 H 5.3700 -4.9195 1.8315  0.10
15 H 5.5193 -3.4913 3.1536  0.10
16 H 3.3656 -5.5296 4.1299  0.12
17 H 3.2952 -3.6604 3.8996  0.12
18 H 2.3421 -3.6462 1.6505  0.11
19 H 3.1334 -5.2952 1.1742  0.13
20 H 0.9833 -4.9959 4.3986  0.14
21 H 0.5687 -2.9066 2.7920  0.04
22 H -0.4518 -3.2503 4.0542  0.09
23 C 2.4368 0.9413 -3.1986  -0.12
24 O 1.4223 0.4374 -2.3519  -0.22
25 C 1.4700 -0.9829 -2.2007  -0.18
26 C 1.0602 -1.3918 -0.7805  -0.16
27 O 2.0467 -1.1118 0.2218  -0.14
28 C 2.2922 0.2707 0.5119  -0.17
29 C 1.1343 0.9834 1.2185  -0.19
30 O 0.0551 1.2166 0.3150  -0.22
31 C -1.2186 1.0648 0.9197  -0.10
32 H 2.2123 0.7023 -4.2428  0.09
33 H 2.4687 2.0290 -3.0828  0.09
34 H 3.4184 0.5437 -2.9230  0.08
35 H 2.4753 -1.3695 -2.4114  0.12
36 H 0.7706 -1.4129 -2.9210  0.12
37 H 0.9373 -2.4808 -0.7715  0.13
38 H 0.0927 -0.9726 -0.5004  0.12
39 H 2.6137 0.8049 -0.3829  0.11
40 H 3.1514 0.2775 1.1927  0.12
41 H 1.4717 1.9602 1.5813  0.12
42 H 0.8109 0.3821 2.0754  0.12
43 H -1.2846 0.1223 1.4714  0.09
44 H -1.9715 1.0461 0.1279  0.07
45 H -1.4216 1.9108 1.5864  0.09
46 C -6.2903 4.2466 -3.8445  -0.12
47 O -5.1079 4.8824 -3.3997  -0.21
48 C -5.2851 5.6120 -2.1836  -0.19
49 C -4.0255 5.5294 -1.3126  -0.17
50 O -3.8257 4.2564 -0.6834  -0.13
51 C -3.5025 3.1579 -1.5463  -0.17
52 C -2.1126 3.2443 -2.1857  -0.18
53 O -2.0847 4.2407 -3.2064  -0.21
54 C -0.8600 4.9539 -3.2534  -0.11
55 H -6.9887 4.9858 -4.2492  0.08
56 H -6.0211 3.5420 -4.6373  0.09
57 H -6.7652 3.6809 -3.0371  0.09
58 H -6.1426 5.2304 -1.6148  0.12
59 H -5.4769 6.6534 -2.4511  0.12
60 H -4.1433 6.2448 -0.4907  0.12
61 H -3.1328 5.8363 -1.8593  0.11
62 H -4.2844 3.0051 -2.2911  0.11
63 H -3.5184 2.2691 -0.9049  0.11
64 H -1.8663 2.2875 -2.6582  0.13
65 H -1.3708 3.4537 -1.4070  0.12
66 H -0.5735 5.3136 -2.2606  0.09
67 H -0.9968 5.8234 -3.9011  0.09
68 H -0.0703 4.3182 -3.6701  0.08

Cartesian forces, eV/Å:
-0.2 0.7 0.0
0.2 0.0 1.2
-0.1 1.2 0.5
1.2 -0.5 -0.5
0.8 2.5 1.6
-1.7 -1.2 0.6
0.8 0.5 1.0
-3.4 -5.4 -0.8
5.8 -0.2 -2.8
-0.1 7.1 3.3
-2.0 -1.1 -0.4
1.1 -0.2 -2.1
0.0 2.2 0.6
-0.5 0.7 2.3
-0.8 -2.4 -0.8
0.2 1.4 -2.0
0.5 -2.2 -1.0
0.2 -1.9 0.8
-1.5 1.0 1.8
-0.3 -0.2 -2.0
-0.3 -1.0 0.3
0.3 -0.9 -1.7
-0.4 0.1 0.1
0.5 -0.1 0.0
-0.3 0.3 0.5
0.2 -0.2 -0.2
-0.2 0.5 -0.2
-0.1 -0.2 0.3
0.1 0.0 -0.6
-0.1 -0.3 0.2
0.2 0.2 -0.1
0.2 0.0 -0.1
-0.1 -0.1 0.0
0.0 -0.1 -0.1
0.0 0.1 0.1
0.0 -0.3 0.0
0.2 0.1 0.0
0.1 0.2 -0.2
-0.3 0.1 0.0
-0.2 -0.1 0.0
0.2 0.0 0.2
0.0 0.0 -0.1
0.0 0.0 0.1
0.2 0.1 0.0
-0.1 -0.1 0.1
0.3 0.1 -0.1
-0.2 -0.2 0.4
0.6 -0.3 -0.2
-0.2 -0.2 0.1
0.0 0.2 -0.5
0.3 0.0 0.1
-0.5 0.1 -0.2
0.2 0.4 0.3
-0.3 -0.3 -0.2
-0.2 -0.1 0.0
0.0 0.2 0.1
-0.1 0.0 0.0
0.1 0.0 0.0
-0.1 0.2 0.2
-0.1 -0.2 0.0
-0.1 -0.1 -0.2
0.2 0.1 -0.2
0.1 0.2 0.0
0.0 -0.2 0.2
0.0 0.0 0.0
0.1 -0.1 0.0
-0.1 -0.2 0.0
0.1 0.1 0.1


# 2
Density functional theory data (wB97M-V/def2-TZVPD) for C18H40O30S8 as an isolated structure.

Results
strongest force on any atom = 4.62 eV Å⁻¹
E_HOMO = -10.771 eV
Kohn-Sham gap = 11.00 eV
LUMO = 0.23 eV
DFT total energy = -167409.8506 eV

Each line ends with the Löwdin charge.
Element x y z (Å)
1 O 4.1726 -12.4483 2.6037  -0.31
2 S 5.6597 -12.3766 2.5798  0.69
3 O 6.3217 -11.0844 2.3504  -0.32
4 O 6.1860 -13.0740 3.9564  -0.28
5 C 7.5610 -12.8033 4.3502  -0.20
6 C 7.8554 -13.6347 5.7047  -0.03
7 C 6.4518 -13.6014 1.4596  -0.09
8 H 7.7957 -11.7492 4.4983  0.08
9 H 8.3123 -13.0821 3.6113  0.11
10 H 7.1694 -13.3982 6.5180  0.08
11 H 8.8600 -13.3793 6.0419  0.05
12 H 7.9684 -14.7141 5.6035  0.05
13 H 5.9819 -14.5704 1.6283  0.07
14 H 7.5304 -13.6151 1.6162  0.04
15 H 6.2211 -13.1712 0.4850  0.05
16 O 8.7308 -15.9169 8.0356  -0.33
17 S 7.9527 -17.1322 8.4914  0.77
18 O 6.4659 -17.1389 8.4619  -0.30
19 O 8.4802 -18.5590 7.7328  -0.26
20 C 9.6812 -18.5667 7.0835  -0.28
21 C 9.4876 -17.9323 5.6196  -0.03
22 C 8.5899 -17.3802 10.1622  -0.12
23 H 10.1056 -19.5705 7.0637  0.12
24 H 10.3832 -17.9938 7.6893  0.10
25 H 10.3479 -18.2284 5.0193  0.06
26 H 9.4528 -16.8493 5.7378  0.05
27 H 8.5833 -18.2208 5.0838  0.06
28 H 8.4723 -16.5273 10.8306  0.08
29 H 9.6545 -17.6126 10.1349  0.06
30 H 8.0732 -18.1535 10.7307  0.07
31 C 12.7237 -13.2674 8.2125  -0.26
32 C 12.5488 -13.9147 6.8541  -0.21
33 O 12.6058 -15.2791 7.0880  -0.19
34 S 13.2401 -15.6099 8.5671  0.77
35 O 14.3971 -16.5360 8.4128  -0.26
36 O 12.1473 -16.0272 9.4569  -0.26
37 O 13.6812 -14.0327 8.7605  -0.16
38 H 11.8453 -13.0239 8.8102  0.14
39 H 13.1464 -12.3216 7.8736  0.14
40 H 13.3351 -13.5858 6.1745  0.14
41 H 11.6242 -13.6295 6.3523  0.12
42 C 2.5437 -9.0847 1.1767  -0.16
43 C 3.5464 -8.7219 2.2447  -0.20
44 O 3.6120 -7.3305 2.3127  -0.20
45 S 2.5236 -6.5268 1.3801  0.74
46 O 3.0386 -5.3336 0.6961  -0.24
47 O 1.2846 -6.2987 2.1137  -0.26
48 O 2.3637 -7.8769 0.4107  -0.21
49 H 1.5670 -9.3490 1.5821  0.13
50 H 2.9769 -9.8835 0.5748  0.14
51 H 4.5425 -9.1265 2.0654  0.12
52 H 3.0029 -9.0784 3.1197  0.14
53 C 10.9123 -17.7058 0.8588  -0.14
54 C 9.5348 -18.4844 1.1778  -0.18
55 O 8.5402 -17.7657 0.5754  -0.18
56 S 8.8877 -16.1847 0.8104  0.71
57 O 8.6343 -15.6761 2.1729  -0.27
58 O 8.3981 -15.3620 -0.2770  -0.23
59 O 10.5090 -16.3639 0.7163  -0.20
60 H 11.5013 -17.8895 -0.0398  0.13
61 H 11.6520 -17.7865 1.6552  0.12
62 H 9.2756 -18.5791 2.2323  0.12
63 H 9.5221 -19.4857 0.7473  0.14
64 C 8.8673 -8.6378 3.8914  -0.17
65 C 7.8213 -8.7663 4.9910  -0.16
66 O 8.4816 -9.2688 6.1682  -0.22
67 S 10.0503 -9.7392 5.8498  0.74
68 O 10.4513 -11.0483 6.3377  -0.24
69 O 10.8851 -8.5775 6.0911  -0.24
70 O 9.6450 -9.7616 4.2251  -0.23
71 H 9.5492 -7.7878 3.8647  0.13
72 H 8.4201 -8.8479 2.9199  0.14
73 H 7.0617 -9.5100 4.7499  0.11
74 H 7.2844 -7.8521 5.2439  0.14
75 C 5.2986 -13.9454 -5.4977  -0.20
76 C 5.3351 -15.2813 -4.9063  -0.21
77 O 6.3277 -15.1258 -3.9287  -0.19
78 S 6.4113 -13.6571 -3.2263  0.74
79 O 7.7488 -13.0469 -3.3733  -0.24
80 O 5.7129 -13.5895 -1.9475  -0.24
81 O 5.4062 -13.0634 -4.3974  -0.20
82 H 4.4091 -13.6419 -6.0499  0.15
83 H 6.2102 -13.8294 -6.0837  0.14
84 H 5.4913 -16.0694 -5.6430  0.14
85 H 4.3698 -15.5967 -4.5104  0.14
86 C 3.8773 -15.7898 4.9667  -0.15
87 C 4.9524 -16.2362 5.9285  -0.18
88 O 5.9157 -16.9466 5.1654  -0.22
89 S 5.4635 -17.5284 3.7113  0.77
90 O 4.7811 -18.8283 3.8531  -0.25
91 O 6.4390 -17.2092 2.6443  -0.26
92 O 4.2598 -16.3705 3.7249  -0.24
93 H 3.7820 -14.7145 4.8160  0.13
94 H 2.9407 -16.3217 5.1339  0.13
95 H 4.4732 -16.7150 6.7824  0.12
96 H 5.5285 -15.4122 6.3494  0.12

Cartesian forces, eV/Å:
3.5 0.1 0.0
-0.4 -0.7 -0.3
-1.0 -1.5 0.7
0.0 1.2 -0.2
0.9 -1.4 2.1
0.3 0.9 -1.3
-1.3 1.4 0.0
-0.8 0.1 0.3
-0.4 -0.6 -0.4
-0.1 0.0 -0.2
0.0 0.5 0.0
-0.7 0.0 -0.5
0.1 0.1 0.0
-0.3 0.1 0.2
0.1 -0.4 -0.2
-2.3 -3.6 0.5
0.2 1.9 -0.4
3.7 -0.3 -0.1
-3.5 1.5 2.4
1.5 1.4 -2.5
1.0 -0.5 1.4
-0.2 -0.6 0.7
-0.6 -0.2 -0.1
0.4 0.3 -0.4
0.1 0.2 -0.1
0.1 0.0 -0.1
-0.1 -0.4 0.5
-0.1 0.6 -0.8
-0.1 0.0 -0.4
-0.1 -0.4 -0.7
-1.3 3.1 -2.8
-1.2 1.2 -0.7
0.4 -2.2 1.0
0.4 -2.5 -0.6
-3.0 3.2 0.5
2.2 1.3 -1.6
2.0 -3.2 2.6
-0.1 -0.7 0.1
0.3 0.4 0.9
0.4 -0.3 0.2
-0.3 -0.3 0.3
-0.1 0.6 -0.8
-1.1 -0.9 0.6
-0.1 2.9 -0.3
-1.1 0.0 -0.1
-0.2 -3.4 1.2
1.9 -0.9 -0.8
0.1 1.6 -0.3
0.1 -0.2 0.0
-0.5 0.2 -0.4
-0.2 0.0 0.3
1.1 -0.2 0.7
-0.4 -0.6 0.6
2.4 -1.5 0.2
-1.1 3.0 -0.9
0.1 2.5 1.3
0.5 -1.7 -2.7
0.7 -1.8 1.2
-1.6 0.9 -0.1
-0.7 -0.9 -0.3
-0.4 0.0 0.4
0.7 0.2 0.3
0.1 0.1 -0.1
-0.3 -0.5 0.4
-0.7 0.6 0.3
1.7 -0.8 1.0
-1.3 2.0 -1.7
-1.3 2.1 -1.0
-0.8 -1.8 -0.1
2.7 -2.2 1.1
-0.6 0.4 0.2
0.1 0.1 0.0
0.2 -0.1 -0.4
0.4 0.1 0.2
0.4 1.3 -1.0
-1.8 -0.9 -0.2
1.7 -0.7 1.8
-0.1 1.5 -1.0
-3.2 -2.0 0.4
1.4 -0.4 -2.3
0.4 0.9 1.9
0.1 -0.3 0.0
-0.1 0.2 -0.5
1.2 0.1 0.2
-0.1 0.4 0.8
-0.2 -1.2 -1.0
0.1 1.2 0.7
1.6 -1.9 -0.5
-2.7 1.8 0.9
2.2 2.5 -0.6
-2.5 -1.3 3.1
1.1 -0.9 -2.9
0.0 -0.1 0.1
-0.3 0.7 0.7
0.6 -0.9 -0.2
-0.1 0.1 -0.1